Record 1
Here is a cluster of 4 separate species, C28H61BN4O15P3 in total at a distorted geometry from OMol25. Energies are from ωB97M-V/def2-TZVPD.

Last column: Mulliken charge in e.
Atoms and positions in Å:
N (4.718, 3.347, -0.426)  -0.449
C (3.999, 3.577, -1.652)  -0.211
N (2.727, 3.168, -1.702)  -0.011
N (4.714, 4.175, -2.719)  0.194
C (3.916, 5.253, -3.383)  -0.273
C (3.724, 6.531, -2.497)  -0.930
C (2.408, 6.361, -1.633)  0.173
O (2.567, 6.130, -0.453)  -0.488
N (1.115, 6.516, -2.241)  -0.258
C (0.422, 5.257, -2.379)  0.121
C (-0.239, 4.589, -1.244)  -0.402
C (-0.901, 3.299, -1.441)  -0.485
C (-0.978, 2.630, -2.750)  -0.664
C (-0.354, 3.313, -3.884)  -0.800
C (0.326, 4.576, -3.673)  0.174
B (4.929, 3.116, -3.806)  0.584
O (3.816, 2.469, -4.404)  -0.504
O (6.184, 2.772, -4.259)  -0.477
H (4.448, 2.390, -0.146)  0.282
H (4.343, 3.943, 0.327)  0.388
H (2.426, 2.375, -2.283)  0.284
H (2.007, 3.590, -1.100)  0.193
H (4.482, 5.552, -4.313)  0.454
H (2.929, 4.849, -3.745)  0.148
H (4.606, 6.799, -1.864)  0.331
H (3.550, 7.424, -3.166)  0.404
H (1.244, 6.988, -3.138)  0.402
H (-0.216, 5.092, -0.250)  0.413
H (-1.375, 2.768, -0.588)  0.404
H (-1.479, 1.649, -2.899)  0.492
H (-0.389, 2.897, -4.917)  0.465
H (0.790, 5.077, -4.564)  0.409
H (3.398, 3.096, -5.023)  0.277
H (6.828, 3.213, -3.670)  0.349
O (-2.903, 2.667, -6.928)  -0.738
P (-4.088, 1.976, -6.272)  1.267
O (-4.898, 1.627, -7.674)  -0.370
C (-4.262, 0.782, -8.630)  -0.393
C (-4.358, -0.681, -8.232)  -0.918
O (-4.843, 3.385, -5.832)  -0.430
C (-4.081, 4.540, -5.486)  0.136
C (-4.041, 5.509, -6.653)  -1.195
O (-5.262, 1.163, -5.388)  -0.451
C (-6.661, 1.427, -5.562)  -0.035
C (-7.336, 0.327, -6.359)  -1.094
H (-3.218, 1.070, -8.767)  0.339
H (-4.766, 0.937, -9.586)  0.296
H (-3.983, -0.838, -7.216)  0.248
H (-3.785, -1.303, -8.921)  0.402
H (-5.394, -1.018, -8.249)  0.208
H (-3.074, 4.265, -5.161)  -0.105
H (-4.571, 5.015, -4.633)  0.383
H (-3.741, 5.020, -7.580)  0.284
H (-3.346, 6.329, -6.454)  0.376
H (-5.033, 5.931, -6.827)  0.324
H (-6.856, 2.393, -6.022)  0.222
H (-7.092, 1.451, -4.558)  0.404
H (-7.137, 0.439, -7.426)  0.148
H (-8.419, 0.371, -6.229)  0.431
H (-6.977, -0.659, -6.060)  0.278
O (4.060, 0.161, 2.029)  -0.749
P (3.464, -0.963, 2.858)  1.198
O (4.870, -1.492, 3.549)  -0.358
C (5.618, -0.577, 4.348)  -0.378
C (5.015, -0.427, 5.734)  -0.909
O (3.320, -2.039, 1.606)  -0.387
C (3.075, -1.579, 0.281)  -0.322
C (4.365, -1.581, -0.521)  -1.096
O (2.565, -2.015, 3.796)  -0.427
C (2.889, -3.412, 3.894)  -0.013
C (3.556, -3.732, 5.216)  -1.154
H (5.689, 0.397, 3.858)  0.303
H (6.633, -0.971, 4.428)  0.304
H (3.955, -0.165, 5.677)  0.235
H (5.540, 0.346, 6.298)  0.403
H (5.087, -1.362, 6.288)  0.217
H (2.611, -0.589, 0.286)  0.258
H (2.359, -2.263, -0.179)  0.368
H (5.173, -1.069, 0.003)  0.270
H (4.221, -1.098, -1.492)  0.343
H (4.702, -2.605, -0.692)  0.336
H (3.508, -3.762, 3.071)  0.206
H (1.939, -3.948, 3.839)  0.433
H (4.608, -3.443, 5.205)  0.227
H (3.522, -4.805, 5.412)  0.446
H (3.080, -3.200, 6.042)  0.236
O (0.038, -5.455, 6.882)  -0.706
P (-1.257, -5.878, 7.544)  1.199
O (-2.088, -6.272, 6.166)  -0.349
C (-1.556, -7.295, 5.329)  -0.345
C (-1.852, -8.678, 5.882)  -0.949
O (-1.824, -4.344, 7.806)  -0.381
C (-0.916, -3.270, 8.047)  -0.418
C (-0.727, -2.451, 6.783)  -1.010
O (-2.512, -6.445, 8.500)  -0.456
C (-3.870, -6.042, 8.284)  -0.032
C (-4.670, -7.138, 7.608)  -1.098
H (-0.480, -7.164, 5.193)  0.299
H (-2.019, -7.184, 4.346)  0.298
H (-1.517, -8.768, 6.919)  0.256
H (-1.356, -9.445, 5.284)  0.402
H (-2.924, -8.877, 5.870)  0.209
H (0.039, -3.639, 8.428)  0.325
H (-1.348, -2.641, 8.828)  0.351
H (-0.484, -3.077, 5.923)  0.216
H (0.071, -1.715, 6.911)  0.356
H (-1.650, -1.921, 6.534)  0.353
H (-3.952, -5.117, 7.718)  0.221
H (-4.292, -5.856, 9.274)  0.406
H (-4.462, -7.170, 6.537)  0.151
H (-5.741, -6.955, 7.720)  0.429
H (-4.428, -8.119, 8.018)  0.277

Properties
Frontier orbital gap in eV: 6.02
Total energy in eV: -95233.4135
Total charge: +1
LUMO energy in eV: -5.0753


Record 2
Here is a structure of composition C18H38BF4O16Tl at a distorted geometry from OMol25. Energies are from ωB97M-V/def2-TZVPD.

Last column: Mulliken charge in e.
Atoms and positions in Å:
Tl (0.761, -0.162, 0.902)  0.979
C (-1.734, -0.318, -3.749)  -0.021
C (-2.629, 0.618, -4.473)  0.182
C (-3.260, 1.799, -3.642)  0.228
O (-4.145, 2.440, -4.236)  -0.525
C (-2.946, 1.936, -2.286)  -0.227
C (-2.042, 1.014, -1.675)  0.095
C (-1.598, -0.207, -2.391)  0.070
O (-0.827, -1.072, -1.901)  -0.120
O (-1.704, 1.280, -0.451)  -0.108
O (-2.735, 0.721, -5.682)  -0.506
H (-1.253, -0.971, -4.463)  0.508
H (-3.347, 2.796, -1.770)  0.380
B (-1.429, -3.054, 1.402)  0.192
F (-1.052, -3.151, 2.635)  -0.332
F (-1.725, -1.787, 1.022)  -0.222
F (-0.505, -3.561, 0.575)  -0.205
F (-2.460, -3.894, 1.200)  -0.369
C (-3.203, 4.571, 0.747)  0.093
C (-3.686, 3.423, 1.662)  -0.239
O (-3.136, 3.673, 2.912)  -0.486
O (-3.321, 5.925, 1.113)  -0.556
H (-3.688, 4.537, -0.228)  0.255
H (-2.151, 4.379, 0.538)  0.018
H (-3.243, 2.493, 1.304)  0.007
H (-4.766, 3.342, 1.787)  0.304
H (-3.583, 4.473, 3.200)  0.312
H (-3.938, 6.134, 1.819)  0.295
C (0.170, 0.536, 4.621)  -0.529
C (-0.341, 1.748, 3.982)  -0.467
O (-0.915, 1.536, 2.608)  -0.128
O (0.574, -0.561, 3.808)  -0.269
H (-0.537, 0.089, 5.321)  0.472
H (1.065, 0.855, 5.155)  0.265
H (0.430, 2.513, 3.884)  0.066
H (-1.035, 2.382, 4.534)  0.454
H (-1.735, 2.032, 2.547)  -0.014
H (0.711, -1.313, 4.388)  0.170
C (2.867, -3.082, 1.590)  -0.845
C (2.609, -3.614, 0.193)  -0.248
O (2.055, -2.553, -0.619)  -0.238
O (1.646, -2.624, 2.210)  -0.274
H (3.523, -2.222, 1.721)  0.104
H (3.360, -3.816, 2.228)  0.413
H (1.996, -4.515, 0.153)  0.321
H (3.619, -3.862, -0.133)  0.447
H (2.168, -2.831, -1.531)  0.126
H (1.153, -3.409, 2.461)  0.218
C (2.126, 2.646, -1.630)  -0.631
C (1.877, 1.430, -2.553)  -0.369
O (2.143, 0.166, -1.796)  -0.291
O (1.318, 2.551, -0.515)  -0.218
H (1.755, 3.509, -2.182)  0.528
H (3.168, 2.751, -1.326)  0.138
H (2.730, 1.457, -3.231)  0.422
H (0.890, 1.352, -3.009)  0.146
H (2.071, -0.571, -2.408)  0.140
H (1.210, 3.476, -0.282)  0.155
C (-1.657, -5.361, -3.984)  -0.598
C (-0.999, -4.203, -3.322)  0.376
O (-1.594, -3.758, -2.069)  -0.394
O (-1.444, -6.496, -3.092)  -0.501
H (-1.180, -5.459, -4.959)  0.298
H (-2.738, -5.226, -3.964)  0.309
H (-1.071, -3.295, -3.922)  -0.117
H (0.015, -4.403, -2.978)  0.124
H (-1.304, -2.843, -2.061)  0.213
H (-0.546, -6.819, -3.199)  0.287
C (3.735, 1.700, 2.530)  -0.727
C (4.436, 1.367, 1.209)  -0.415
O (3.878, 0.119, 0.811)  -0.305
O (2.366, 1.890, 2.330)  -0.235
H (4.219, 2.523, 3.055)  0.506
H (3.892, 0.906, 3.261)  0.234
H (5.508, 1.173, 1.214)  0.468
H (4.408, 2.131, 0.432)  0.078
H (4.400, -0.194, 0.069)  0.186
H (2.346, 2.815, 2.586)  0.148

Properties
Frontier orbital gap in eV: 3.70
Total energy in eV: -68276.4227
Total charge: 0
LUMO energy in eV: -5.1708


Record 3
Here is the ion C4H7NO2P with charge -1 at a distorted geometry from OMol25. Energies are from ωB97M-V/def2-TZVPD.

Last column: Mulliken charge in e.
Atoms and positions in Å:
C (-0.550, 0.166, -0.782)  0.239
C (2.491, -0.260, -0.437)  -1.075
C (1.360, -1.169, 0.073)  -0.130
C (0.072, -1.019, -0.200)  -0.420
N (-3.580, -0.132, 0.798)  -0.714
O (-0.483, 0.444, -1.948)  -0.562
O (-1.147, 0.896, 0.116)  -0.255
P (-2.643, 1.010, 0.877)  0.168
H (2.009, 0.674, -0.547)  0.310
H (3.113, -0.177, 0.398)  0.323
H (3.034, -0.490, -1.287)  0.301
H (-2.813, 2.249, 0.356)  -0.017
H (1.633, -2.011, 0.643)  0.422
H (-0.648, -1.697, 0.132)  0.463
H (-1.847, 1.514, 1.807)  -0.052

Properties
Frontier orbital gap in eV: 6.84
Total energy in eV: -19133.4430
Total charge: -1
LUMO energy in eV: 3.6020


Record 4
Here is a cluster of 2 separate species, C4H10O4 in total at a distorted geometry from OMol25. Energies are from ωB97M-V/def2-TZVPD.

Last column: Mulliken charge in e.
Atoms and positions in Å:
O (1.985, -0.335, 0.789)  -0.505
C (1.162, -1.053, 0.245)  0.475
O (1.287, -2.457, 0.273)  -0.469
C (-0.200, -0.511, -0.246)  -0.305
C (-0.336, 0.988, 0.245)  -0.259
C (-1.258, 1.204, 1.449)  -0.525
O (-2.508, 0.889, 0.849)  -0.514
H (2.081, -2.916, 0.381)  0.334
H (-0.243, -0.755, -1.360)  0.107
H (-1.116, -1.119, 0.173)  0.243
H (-0.944, 1.503, -0.624)  0.225
H (0.778, 1.473, 0.446)  0.285
H (-1.361, 2.223, 1.657)  0.295
H (-0.884, 0.758, 2.427)  0.255
H (-2.877, 0.057, 1.291)  0.329
H (0.952, -0.477, -2.920)  0.346
H (2.102, 0.121, -2.290)  0.296
O (1.380, 0.408, -2.785)  -0.613

Properties
Frontier orbital gap in eV: 10.67
SMILES: O=C(O)CCCO.O
Total energy in eV: -12498.4492
Total charge: 0
LUMO energy in eV: 0.4534